This record from the OMol25 dataset describes 2 unconnected molecules or ions with the total composition C4H12N3 at a distorted geometry. The level of theory is ωB97M-V/def2-TZVPD.

```
19
Properties=species:S:1:pos:R:3:lowdin_charge:R:1
C 1.48885 -0.54599 -0.90746 -0.1197
N 1.68746 2.27162 -1.12923 0.1450
C 0.52013 1.67217 -0.88264 -0.2179
N 0.31069 0.35495 -0.96797 -0.0849
H 2.15651 -0.42382 -1.79094 0.0859
H 1.12847 -1.58687 -1.00749 0.0854
H 2.15188 -0.36777 -0.04468 0.0894
H 1.82529 3.25268 -0.93704 0.1201
H 2.53039 1.69547 -1.21155 0.1123
H -0.28253 2.32416 -0.59728 0.1302
C -0.82496 -0.82217 1.89368 -0.0519
C -2.54587 -1.30528 0.29363 0.1532
N -1.44092 -0.70998 0.61880 -0.0723
H -0.56658 0.17033 2.25563 0.1060
H 0.08932 -1.40876 1.82394 0.1019
H -1.50146 -1.29712 2.58318 0.0931
H -2.92813 -2.09912 0.92247 0.1141
H -2.95155 -0.91918 -0.63093 0.1116
H -0.84699 -0.25531 -0.28413 0.0986
```

Results
HOMO (eV): -13.308
Frontier orbital gap (Ha): 0.3439
LUMO level (eV): -3.95
DFT total energy (Ha): -323.598850
Net charge: +1
Maximum force (eV Å⁻¹): 3.13